# 1
ORCA calculation (ωB97M-V with the def2-TZVPD basis set) on a 2-piece molecular cluster, C4H10BrO2 overall.

Last column: natural (NBO) charge in e.
Geometry (Å):
Br  -18.1757  -11.0730  -30.7627  -0.987
C  -22.3322  -12.2432  -27.7473  -0.242
O  -22.7027  -11.7310  -28.9986  -0.560
C  -21.6692  -11.9195  -29.9648  -0.116
C  -22.0246  -11.1516  -31.2182  -0.077
O  -21.8878  -9.7484  -31.1205  -0.524
C  -22.9818  -9.0793  -30.5749  -0.239
H  -21.3570  -11.8577  -27.4277  0.176
H  -22.2827  -13.3442  -27.7527  0.152
H  -23.0906  -11.9454  -27.0199  0.172
H  -21.5909  -12.9882  -30.2193  0.158
H  -20.7032  -11.5703  -29.5847  0.236
H  -23.0695  -11.3846  -31.4872  0.144
H  -21.3611  -11.4697  -32.0203  0.216
H  -23.9241  -9.3757  -31.0637  0.144
H  -22.8344  -8.0097  -30.7510  0.174
H  -23.0919  -9.2398  -29.4959  0.171

Output
E ... -78448.7616 eV
Energy above the lowest of the compared OMol25 structures with the same formula, charge and spin ... 0.0 kJ/mol
Kohn-Sham gap ... 6.9 eV
LUMO level ... 3.41 eV
Total charge ... -1


# 2
ORCA calculation (ωB97M-V with the def2-TZVPD basis set) on a 2-piece molecular cluster, C4H10ClF overall.

Last column: natural (NBO) charge in e.
Geometry (Å):
C  3.3000  -0.5443  0.1470  -0.623
C  2.0850  0.3612  0.1959  -0.357
Cl  0.6700  -0.3996  -0.5991  -0.049
H  3.1040  -1.4904  0.6605  0.219
H  3.5837  -0.7640  -0.8867  0.217
H  4.1458  -0.0506  0.6407  0.216
H  2.2655  1.3057  -0.3220  0.210
H  1.7856  0.5782  1.2221  0.210
C  -3.1271  0.6651  0.0755  -0.644
C  -2.0967  -0.3438  -0.3793  0.029
F  -2.3040  -1.5490  0.2769  -0.380
H  -4.1358  0.3099  -0.1470  0.210
H  -2.9761  1.6209  -0.4327  0.211
H  -3.0504  0.8307  1.1545  0.209
H  -2.1688  -0.5270  -1.4559  0.144
H  -1.0809  -0.0031  -0.1504  0.177

Output
E ... -19549.3645 eV
Energy above the lowest of the compared OMol25 structures with the same formula, charge and spin ... 0.0 kJ/mol
Kohn-Sham gap ... 10.8 eV
SMILES ... CCCl.CCF
LUMO level ... 0.90 eV
Total charge ... 0


# 3
ORCA calculation (ωB97M-V with the def2-TZVPD basis set) on a 2-piece molecular cluster, C4H10ClN2O overall.

Last column: natural (NBO) charge in e.
Geometry (Å):
C  1.9057  -0.5191  -0.5355  -0.352
C  -1.6945  -0.3696  0.5080  0.217
C  2.4908  0.4562  0.1364  0.019
C  -2.2671  0.9889  0.8283  -0.671
N  -2.1850  -1.0741  -0.4667  -0.134
N  3.0502  1.5396  -0.4511  -0.775
O  -1.8377  -2.3109  -0.8557  -0.444
Cl  1.1070  -1.7945  0.3744  -0.072
H  2.0433  -0.9038  -1.5349  0.229
H  -0.8600  -0.7483  1.0739  0.250
H  2.0886  0.4843  1.1889  0.212
H  -1.5735  1.6561  0.3349  0.271
H  -2.0791  0.9682  1.8717  0.267
H  -3.2307  1.1995  0.3263  0.256
H  -3.0469  -0.6609  -1.0027  0.440
H  -0.9522  -2.3242  -0.5022  0.490
H  3.3399  1.3384  -1.4038  0.392
H  3.7011  2.0741  0.1097  0.405

Output
E ... -21850.3704 eV
Energy above the lowest of the compared OMol25 structures with the same formula, charge and spin ... 332.3 kJ/mol
Kohn-Sham gap ... 7.7 eV
LUMO level ... -4.26 eV
Total charge ... +1


# 4
ORCA calculation (ωB97M-V with the def2-TZVPD basis set) on an isolated molecule of C4H10ClN3.

Last column: natural (NBO) charge in e.
Geometry (Å):
H  -1.2445  -2.1618  -0.9416  0.362
N  -1.3119  -1.0259  -0.9298  -0.761
C  -0.5438  -0.2630  -0.1090  0.420
C  0.1950  -0.7231  1.0649  -0.489
C  1.3591  -1.8216  0.7857  -0.343
Cl  2.5953  -1.4331  -0.6575  -0.116
N  -0.4982  1.0889  -0.1912  -0.320
C  -1.4107  1.7786  -1.1392  -0.419
N  0.8695  1.7162  0.0424  -0.614
H  -0.5708  -1.2048  1.7622  0.256
H  0.6453  0.1769  1.5265  0.202
H  0.8113  -2.8000  0.4157  0.231
H  1.8609  -1.9262  1.9468  0.242
H  -1.9082  2.9494  -0.8266  0.202
H  -2.4231  1.2956  -1.0736  0.240
H  -1.0072  1.8054  -2.1761  0.207
H  1.4672  0.9769  -0.5191  0.361
H  1.1148  1.5714  1.0196  0.342

Output
E ... -21298.6353 eV
Energy above the lowest of the compared OMol25 structures with the same formula, charge and spin ... 396.3 kJ/mol
Kohn-Sham gap ... 9.3 eV
SMILES ... [H]/N=C(\CCCl)N(C)N
LUMO level ... 0.51 eV
Total charge ... 0